This record from the OMol25 dataset describes a molecular structure, C6H12O7S2Tl in a non-equilibrium geometry. The level of theory is the ωB97M-V functional and the def2-TZVPD basis.

Each line ends with the Löwdin charge.
Cartesian coordinates (Å):
O1 -1.5044 -1.6010 2.3465  -0.1134
S1 -2.4584 -0.9546 1.2945  0.9256
O2 -3.9332 -1.2680 1.7580  -0.0717
O3 -2.2686 0.7335 1.4358  -0.1804
C1 -2.2706 -1.6363 -0.4393  -0.1402
C2 -0.8776 -1.1940 -1.2060  -0.1436
C3 -0.8569 0.3769 -1.6726  -0.1443
C4 0.6298 1.0610 -1.7579  -0.0447
C5 1.6128 0.7580 -0.4820  -0.2691
C6 0.9833 0.6167 1.0292  -0.2079
O4 2.2165 0.7100 1.8792  -0.4575
S2 3.4102 -0.1435 0.9518  0.9764
O5 3.4694 -1.6512 1.4130  -0.1243
O6 4.7849 0.6112 0.8086  -0.1424
O7 2.6413 -0.3179 -0.5976  -0.0834
H1 -3.1458 1.2040 1.6149  0.1662
H2 -3.1583 -1.4075 -1.1685  0.1789
H3 -2.2227 -2.8240 -0.3273  0.1878
H4 0.0136 -1.5264 -0.5247  0.1254
H5 -0.8236 -1.8519 -2.1898  0.1757
H6 -1.5571 1.0879 -1.0493  0.1256
H7 -1.2942 0.3974 -2.7833  0.1705
H8 0.4514 2.2416 -1.7650  0.1786
H9 1.1400 0.8202 -2.7937  0.1803
H10 2.3194 1.7117 -0.3764  0.1572
H11 0.6348 -0.4899 1.2983  0.1725
H12 0.2715 1.5024 1.3869  0.0552
Tl1 1.7926 3.0336 1.9168  1.3469

Cartesian forces (eV/Å) of the 6 atoms listed first:
-2.353 2.109 -3.414
-2.761 0.002 3.408
4.525 0.615 -1.256
-0.658 -2.839 -0.680
0.635 -1.167 -1.353
0.801 0.261 -0.772

Molar mass ... 464.7 g/mol
Strongest force on any atom ... 8.438 eV/Å
Net charge ... +3
Energy ... -1729.60692 Ha
Highest occupied orbital energy ... -21.521 eV



This record from the OMol25 dataset describes C5H2FN in the gas phase in a non-equilibrium geometry. The level of theory is the ωB97M-V functional and the def2-TZVPD basis.

Each line ends with the Löwdin charge.
Cartesian coordinates (Å):
C1 1.2476 -1.6032 -0.0404  -0.0307
C2 2.4528 -1.2248 0.0599  0.1049
C3 0.0843 -0.7874 -0.0447  -0.0522
C4 0.5784 0.5118 -0.0061  -0.1840
C5 2.8549 0.3613 -0.0559  -0.3067
N1 1.7785 1.0678 0.0646  0.1215
F1 4.0345 0.8581 0.0121  0.1577
H1 -0.9033 -1.0920 0.1425  0.0805
H2 -0.1525 1.3049 -0.0413  0.1090

Cartesian forces (eV/Å) of the 6 atoms listed first:
2.368 1.569 0.161
-0.274 3.101 -0.959
3.274 -0.018 0.699
-3.020 1.045 0.072
-3.228 -5.268 1.255
1.949 -0.367 -0.885

SMILES string ... FC1=C=C=CC=N1
Molar mass ... 95.1 g/mol
Strongest force on any atom ... 6.304 eV/Å
Energy ... -346.17495 Ha
Highest occupied orbital energy ... -9.711 eV



This record from the OMol25 dataset describes a gas-phase ion, C3H9N3O (charge +2) in a non-equilibrium geometry. The level of theory is the ωB97M-V functional and the def2-TZVPD basis.

Each line ends with the Löwdin charge.
Cartesian coordinates (Å):
C1 -1.6660 -1.0521 -0.8812  -0.0643
C2 -0.0613 0.3629 0.1907  -0.0323
C3 1.9020 1.3976 1.4584  -0.1544
N1 -2.0995 -1.9215 -1.7309  0.2625
N2 -0.5352 -0.3161 -0.9164  0.1310
N3 1.0341 1.0097 0.1533  0.1766
O1 1.3393 0.8179 2.5287  -0.0015
H1 -2.4514 -0.8188 -0.0390  0.2278
H2 -0.6280 0.1755 1.1060  0.1793
H3 2.3436 2.4094 1.4086  0.1614
H4 2.8188 0.6755 1.1946  0.1879
H5 -2.7829 -2.6225 -1.3950  0.1894
H6 -1.7073 -2.1454 -2.6321  0.1656
H7 -0.1002 -0.1921 -1.8378  0.2035
H8 1.5020 0.6917 -0.6589  0.1528
H9 1.0517 1.5382 3.2352  0.2146

Cartesian forces (eV/Å) of the 6 atoms listed first:
-2.454 0.447 2.046
-0.946 -0.453 0.667
3.417 -3.361 -1.940
0.037 -0.545 0.457
-0.298 0.108 -1.128
-0.580 -0.245 1.409

SMILES string ... N/C=[NH+]/C=[NH+]/CO
Molar mass ... 103.1 g/mol
Strongest force on any atom ... 5.170 eV/Å
Net charge ... +2
Energy ... -358.51711 Ha
Highest occupied orbital energy ... -19.146 eV



This record from the OMol25 dataset describes a molecular structure, C26H52O52S13 in a non-equilibrium geometry. The level of theory is the ωB97M-V functional and the def2-TZVPD basis.

Each line ends with the Löwdin charge.
Cartesian coordinates (Å):
C1 -13.2177 19.1200 10.8323  -0.1364
C2 -14.5157 18.3519 10.4602  -0.2018
O1 -14.4270 17.2016 11.2578  -0.2062
S1 -14.0837 17.6845 12.7983  0.7710
O2 -13.5696 16.6475 13.6844  -0.2096
O3 -15.2099 18.5538 13.2340  -0.2778
O4 -12.8898 18.6597 12.1738  -0.2114
H1 -13.3453 20.1943 10.9652  0.1223
H2 -12.3887 19.0218 10.1313  0.1234
H3 -14.3822 18.0817 9.4127  0.1131
H4 -15.4798 18.8287 10.6371  0.1198
C3 -15.4235 19.5643 16.6003  -0.1398
C4 -15.9802 20.9101 17.2408  -0.1077
O5 -15.2913 20.9458 18.4961  -0.2294
S2 -14.6026 19.5866 18.9568  0.6913
O6 -15.1259 19.2543 20.2894  -0.2452
O7 -13.1593 19.6316 18.6815  -0.2589
O8 -15.3627 18.7701 17.7856  -0.2202
H5 -14.4477 19.6760 16.1276  0.1200
H6 -16.0378 18.9897 15.9071  0.1200
H7 -16.9399 20.6460 17.6851  0.1255
H8 -16.0611 21.8371 16.6732  0.1147
C5 -15.8703 29.8048 8.4035  -0.1483
C6 -15.5045 28.7698 7.4464  -0.1982
O9 -14.9924 27.6771 8.2135  -0.2178
S3 -15.3767 27.7176 9.7785  0.6835
O10 -14.4176 27.1940 10.7362  -0.2081
O11 -16.7741 27.3583 9.9475  -0.2239
O12 -15.2921 29.3419 9.6640  -0.1916
H9 -16.9536 29.9102 8.4617  0.1347
H10 -15.5582 30.8262 8.1856  0.1405
H11 -14.8216 29.0895 6.6593  0.1344
H12 -16.2882 28.4879 6.7432  0.1111
C7 -15.8836 24.4947 5.5766  -0.1469
C8 -16.5495 25.9592 5.5358  -0.1247
O13 -17.2230 26.2867 6.7946  -0.2064
S4 -17.2268 24.8583 7.6416  0.7411
O14 -18.5925 24.5825 8.1470  -0.2158
O15 -16.1009 24.7752 8.5659  -0.2432
O16 -16.8884 23.9469 6.3372  -0.2398
H13 -15.0176 24.3822 6.2290  0.1055
H14 -15.6022 23.9170 4.6962  0.1411
H15 -17.4138 26.1158 4.8905  0.1279
H16 -15.9372 26.7442 5.0921  0.1174
C9 -20.4487 24.8701 13.6376  -0.2053
C10 -19.7863 26.1850 13.8462  -0.2210
O17 -20.5756 26.9740 14.6969  -0.2076
S5 -21.6713 26.0201 15.5444  0.8140
O18 -22.9399 26.6838 15.8342  -0.2414
O19 -20.8993 25.3507 16.6245  -0.2595
O20 -21.7465 24.9578 14.1884  -0.1872
H17 -19.8285 24.1100 14.1127  0.1133
H18 -20.5831 24.7051 12.5686  0.1349
H19 -19.8722 26.7588 12.9235  0.1242
H20 -18.7552 26.0767 14.1825  0.1117
C11 -16.7611 25.7882 16.9326  -0.2044
C12 -17.5693 26.6156 17.8657  -0.2142
O21 -18.0624 25.7887 18.8607  -0.1902
S6 -17.4524 24.2347 18.7826  0.6849
O22 -18.5093 23.2795 18.9172  -0.2050
O23 -16.1851 24.1285 19.4300  -0.2124
O24 -17.1601 24.4653 17.2079  -0.2120
H21 -15.6824 25.9445 16.9184  0.1342
H22 -17.1596 26.0696 15.9579  0.1094
H23 -18.4380 27.0922 17.4115  0.1345
H24 -16.8487 27.2541 18.3767  0.1331
C13 -13.3839 19.2219 6.6612  -0.1741
C14 -14.1510 20.0653 5.6560  -0.2029
O25 -14.6507 21.2133 6.2122  -0.2119
S7 -14.3776 21.3127 7.8507  0.7843
O26 -15.6003 20.8496 8.5019  -0.2400
O27 -13.8248 22.6205 8.2594  -0.2492
O28 -13.1798 20.0878 7.7404  -0.2131
H25 -12.3912 19.0174 6.2603  0.1407
H26 -13.8164 18.3251 7.1049  0.1290
H27 -15.0541 19.4629 5.5576  0.1343
H28 -13.7086 20.4703 4.7458  0.1473
C15 -18.9850 21.2637 7.4436  -0.1563
C16 -20.4737 21.7299 7.1316  -0.1969
O29 -20.8733 22.4616 8.2240  -0.1713
S8 -20.3141 21.7991 9.6068  0.7398
O30 -21.2970 20.9080 10.1782  -0.2203
O31 -19.7775 22.8475 10.5263  -0.2535
O32 -19.0210 21.0538 8.8388  -0.2275
H29 -18.2066 22.0214 7.3542  0.0917
H30 -18.6977 20.3555 6.9138  0.1302
H31 -21.0603 20.8781 6.7874  0.1287
H32 -20.4221 22.2987 6.2032  0.1308
C17 -11.0620 24.8002 7.1292  -0.1719
C18 -11.8843 25.7975 7.9654  -0.2487
O33 -11.4283 25.8473 9.2307  -0.1951
S9 -10.5544 24.4722 9.5850  0.8209
O34 -11.4464 23.3030 9.7155  -0.2637
O35 -9.5404 24.7223 10.6465  -0.2249
O36 -9.9764 24.6237 7.9941  -0.2119
H33 -10.7042 25.2335 6.1952  0.1374
H34 -11.5118 23.8116 7.0366  0.1128
H35 -12.9102 25.4410 8.0580  0.1108
H36 -12.0095 26.8426 7.6823  0.1399
C19 -12.2759 26.8551 12.9305  -0.1335
C20 -12.5431 26.3110 14.3536  -0.1720
O37 -11.6913 27.0060 15.2272  -0.2032
S10 -10.5482 27.9252 14.5215  0.7562
O38 -9.2231 27.4783 14.9917  -0.2549
O39 -10.9742 29.3286 14.7887  -0.2828
O40 -10.9378 27.4322 12.9809  -0.2092
H37 -12.9554 27.6721 12.6878  0.1001
H38 -12.4014 26.2136 12.0582  0.1091
H39 -12.3945 25.2347 14.4410  0.1226
H40 -13.5290 26.4021 14.8095  0.1218
C21 -16.1706 23.0789 11.4544  -0.1564
C22 -14.7776 23.7341 11.2833  -0.1693
O41 -14.2839 24.0529 12.5864  -0.1775
S11 -15.5644 24.1716 13.6023  0.7403
O42 -16.2101 25.4520 13.3975  -0.2430
O43 -15.2760 23.8654 15.0346  -0.2447
O44 -16.4485 22.9733 12.8473  -0.2009
H41 -16.2563 22.0468 11.1144  0.1253
H42 -16.9854 23.7167 11.1117  0.1250
H43 -14.8040 24.4734 10.4828  0.0939
H44 -14.1340 23.0362 10.7478  0.0969
C23 -16.3782 31.2894 14.5651  -0.1117
C24 -17.1490 30.4717 15.5607  -0.1740
O45 -17.2356 29.1550 15.0316  -0.2105
S12 -16.8588 28.9937 13.4446  0.7406
O46 -18.0922 28.4954 12.7806  -0.2448
O47 -15.5379 28.3346 13.2522  -0.2609
O48 -16.7208 30.5952 13.3128  -0.2309
H45 -15.2899 31.3036 14.6235  0.1316
H46 -16.6353 32.3223 14.3306  0.1359
H47 -18.1117 30.9240 15.7987  0.1340
H48 -16.6886 30.4124 16.5470  0.1343
C25 -19.6275 19.2399 13.0601  -0.2423
C26 -18.6341 20.2054 12.5581  -0.2230
O49 -19.1697 21.3983 13.0171  -0.2134
S13 -19.8817 21.1337 14.5368  0.7735
O50 -21.2971 21.5181 14.4742  -0.2322
O51 -18.9959 21.6509 15.6218  -0.2476
O52 -19.8441 19.5086 14.4035  -0.1629
H49 -19.1679 18.2635 12.9072  0.1416
H50 -20.6071 19.2426 12.5820  0.1371
H51 -18.6292 20.3325 11.4756  0.1244
H52 -17.7004 19.8802 13.0171  0.1288

Cartesian forces (eV/Å) of the 6 atoms listed first:
-0.881 1.043 1.386
1.057 0.553 -0.618
-0.461 -1.755 1.673
-0.700 1.875 -0.223
-0.927 2.140 -2.504
2.609 -2.133 -0.812

Molar mass ... 1613.5 g/mol
Strongest force on any atom ... 5.092 eV/Å
Energy ... -10110.13562 Ha
Highest occupied orbital energy ... -9.901 eV



The relative energy (zero: lowest compared OMol25 entry of this formula, charge and spin) results, record by record, are as follows: 7.4483, 0.8725, 0.3740, 11.2700 eV.
The gap between HOMO and LUMO results, record by record, are as follows: 2.7, 8.9, 9.8, 8.9 eV.